[1]
This record from the Open Molecules 2025 dataset describes C4H6N2 in the gas phase. The level of theory is ωB97M-V/def2-TZVPD.

Properties
Highest occupied orbital energy   -0.2697 Ha
Net charge   0
Molecular weight   82.11 g mol⁻¹
Lowest unoccupied orbital energy   0.069 eV
E   -7223.6594 eV
Spin multiplicity   1
ΔE to the lowest compared entry with this formula, charge and spin   44.5 kcal per mole

The geometry in XYZ format:
```
12
Properties=species:S:1:pos:R:3:forces:R:3
N 1.8452 -0.3961 0.1087 0.201 -0.042 0.011
C 0.4143 -0.0409 0.0157 -0.011 -0.070 0.011
C -0.2888 1.1391 -0.1901 0.122 -0.076 0.014
C -1.6311 0.6952 -0.1516 -0.123 -0.050 0.009
C -1.5985 -0.6825 0.0700 -0.302 -0.011 -0.003
N -0.3325 -1.1401 0.1738 -0.013 0.177 -0.028
H 2.3969 -0.2551 -0.7417 -0.175 0.074 0.089
H 2.3534 0.0043 0.9016 -0.168 0.039 -0.118
H 0.0676 2.1516 -0.3436 0.021 -0.248 0.040
H -2.5177 1.3075 -0.2701 0.171 -0.070 0.013
H -2.4282 -1.3739 0.1621 0.048 0.178 -0.031
H 1.7194 -1.4091 0.2651 0.228 0.098 -0.007
```
Forces are in eV/Å.

[2]
This record from the Open Molecules 2025 dataset describes 15 unconnected molecules or ions with the total composition CH32NO14 in a non-equilibrium geometry. The level of theory is ωB97M-V/def2-TZVPD.

Properties
Highest occupied orbital energy   -0.4828 Ha
Net charge   +1
Molecular weight   282.26 g mol⁻¹
Lowest unoccupied orbital energy   -2.861 eV
E   -31702.0970 eV
Spin multiplicity   1

The geometry in XYZ format:
```
48
Properties=species:S:1:pos:R:3:forces:R:3
C -0.8969 -0.6440 -1.2636 0.450 1.324 -2.772
N -0.5426 0.6227 -1.4559 -0.664 -4.799 4.592
H -0.3217 -1.3720 -0.6836 -0.300 1.210 0.605
H -1.6664 -1.2183 -1.8607 1.620 1.644 0.354
H -0.8872 1.2599 -2.1668 0.154 0.439 -0.415
H 0.1214 0.9135 -0.6863 -0.698 0.518 -1.248
H 1.1771 -0.3614 -2.4301 -0.753 0.889 -3.211
H 1.1077 -0.8164 -3.9186 -0.081 0.373 0.308
O 0.8513 -0.0574 -3.3657 1.561 -1.108 1.179
H -3.5112 -1.2008 -1.9441 -1.763 1.031 -4.288
H -3.9086 -1.9571 -0.7341 -3.385 -2.565 1.701
O -3.2817 -1.4516 -1.1204 3.707 1.086 2.716
H 0.4295 -3.0916 1.0313 -0.842 -0.414 -0.635
H -0.8631 -3.3772 0.2759 -2.974 -1.253 -7.752
O -0.5366 -3.2713 1.0537 3.083 0.831 8.181
H 0.9087 2.8406 0.8643 -0.212 1.867 -0.862
H 0.0708 1.7633 1.5644 0.557 0.469 -0.359
O 0.9534 1.9756 1.1978 -0.082 -2.828 0.709
H -1.3972 -1.0783 1.7060 0.049 0.016 -0.478
H -0.0241 -0.7481 2.2827 -1.174 0.491 -2.641
O -0.6063 -0.5934 1.4167 1.748 -0.183 3.118
H 2.1187 -0.5705 3.7731 2.058 2.153 1.721
H 1.0831 -1.7137 4.1130 1.159 1.276 -1.085
O 1.5434 -1.1672 3.4038 -3.365 -3.593 -0.734
H 0.0883 2.9063 3.1485 -3.522 0.317 -0.919
H -1.5429 2.8197 3.3887 0.233 -0.208 0.688
O -0.8755 2.9852 2.7269 3.352 0.622 0.387
H 1.8027 -2.1130 -1.5456 -0.080 -0.555 -1.013
H 0.6869 -3.0530 -2.0474 -0.229 -0.761 0.096
O 1.2466 -2.3363 -2.3233 0.389 -0.079 0.869
H 0.3893 3.0333 -2.8226 -1.256 -1.353 -0.698
H 0.5073 1.8721 -3.8424 -0.852 -0.020 0.655
O -0.1620 2.3004 -3.2582 1.886 2.330 -0.202
H 1.9542 -2.3237 1.6883 0.476 -0.198 -1.220
H 1.7077 -1.6872 0.2779 0.895 -2.329 1.500
O 2.0162 -2.5793 0.7168 -0.780 3.164 0.228
H -1.2845 0.7189 2.6464 0.625 -0.030 -0.878
H -2.6823 0.9115 3.0989 1.155 -0.616 0.771
O -1.7819 0.6636 3.4481 -2.564 0.171 0.700
H 3.6485 -0.6918 -0.8766 0.664 -0.348 1.834
H 3.6502 -0.4162 -2.2776 -1.480 -0.181 0.259
O 2.9976 -0.5782 -1.5428 1.177 0.812 -1.647
H 2.4019 4.0706 -0.8111 -0.615 -1.433 -0.374
H 2.4696 2.3994 -0.9725 -2.305 3.630 0.021
O 1.8271 3.2762 -0.9973 2.946 -1.971 0.064
H -3.9028 0.5650 -0.2652 1.747 0.938 2.313
H -3.7888 1.6654 0.8877 0.449 -0.710 -0.553
O -3.2949 0.9054 0.5019 -2.164 -0.066 -1.586
```
Forces are in eV/Å.

[3]
This record from the Open Molecules 2025 dataset describes a molecular structure, C18H30MnN6O2. The level of theory is ωB97M-V/def2-TZVPD.

Properties
Highest occupied orbital energy (spin up / spin down)   -0.2346 / -0.2281 Ha
Net charge   0
Molecular weight   417.42 g mol⁻¹
Lowest unoccupied orbital energy (spin up / spin down)   0.574 / 0.574 eV
E   -63509.3361 eV
Spin multiplicity   2

The geometry in XYZ format:
```
57
Properties=species:S:1:pos:R:3:forces:R:3
Mn 0.3644 0.2700 0.4691 -0.002 0.139 0.733
N 2.0723 1.0879 -0.5113 -0.188 0.109 -0.149
C 3.2816 0.7378 0.2437 -0.017 0.044 0.054
C 2.9544 0.6643 1.7295 0.016 -0.031 -0.061
N 1.8871 -0.3218 1.9841 0.114 -0.064 -0.056
C 1.2530 -0.1048 3.2928 0.016 0.006 0.004
C -0.0969 -0.8000 3.3301 -0.054 0.016 0.107
N -0.9041 -0.3193 2.2110 -0.074 0.078 -0.435
C 2.4001 -1.7048 1.8604 -0.016 -0.031 0.029
C 1.5812 -2.5326 0.8861 -0.023 0.050 -0.060
N 1.5044 -1.8240 -0.3834 0.121 -0.127 -0.152
H 2.1384 0.8142 -1.4839 0.034 -0.003 0.008
H 1.8845 2.0890 -0.4914 0.036 0.006 -0.021
H 4.0957 1.4523 0.0910 0.001 0.013 -0.003
H 3.6317 -0.2286 -0.1177 0.023 -0.009 0.029
H 2.5813 1.6340 2.0544 0.015 0.004 0.013
H 3.8602 0.4311 2.3045 0.009 -0.023 -0.001
H 1.0928 0.9656 3.4036 0.007 0.006 0.000
H 1.8978 -0.4501 4.1119 -0.017 -0.038 -0.003
H -0.5625 -0.6199 4.3043 -0.015 -0.023 -0.004
H 0.0195 -1.8806 3.2321 0.030 -0.001 0.007
H -1.3444 0.5699 2.4126 -0.003 0.008 0.048
H -1.6026 -0.9790 1.8921 0.009 -0.015 0.024
H 2.4234 -2.1820 2.8453 0.008 -0.019 -0.002
H 3.4349 -1.6727 1.5089 0.004 0.012 0.016
H 0.5581 -2.6340 1.2489 -0.001 -0.026 -0.021
H 2.0102 -3.5390 0.8107 0.003 -0.005 0.025
H 0.6656 -2.0913 -0.8866 -0.011 0.029 -0.007
H 2.3195 -1.9779 -0.9648 0.015 -0.084 0.051
C 0.5642 4.3147 1.9321 -0.038 -0.042 -0.021
C 0.2292 3.1655 1.0057 0.067 0.024 0.109
O 0.3472 1.9889 1.5260 0.006 0.108 -0.048
C -0.2000 3.4330 -0.2665 0.015 -0.034 -0.097
C -0.8189 2.4736 -1.1534 0.071 0.063 0.044
C -1.5647 3.0114 -2.3440 -0.012 0.005 0.037
N -0.7782 1.2016 -0.9139 -0.243 -0.213 -0.246
N -1.5248 0.4280 -1.8142 0.063 -0.007 0.152
C -1.5947 -0.8142 -1.4199 -0.050 0.013 -0.128
O -1.0509 -1.3055 -0.3701 0.065 0.011 0.040
C -2.3791 -1.7414 -2.3029 0.000 0.060 0.025
C -2.5103 -3.0770 -1.9413 -0.005 -0.019 0.011
C -3.2264 -3.9583 -2.7406 0.002 0.007 -0.007
C -3.8179 -3.5092 -3.9117 0.005 0.000 0.008
C -3.6914 -2.1741 -4.2779 0.002 0.000 0.002
C -2.9777 -1.2954 -3.4796 -0.011 -0.009 -0.010
H 1.2818 3.9928 2.6871 0.029 0.007 -0.032
H -0.3407 4.6396 2.4509 0.017 -0.008 0.023
H 0.9634 5.1685 1.3863 -0.023 0.022 0.002
H -0.2439 4.4713 -0.5660 -0.012 0.001 -0.014
H -1.3890 4.0804 -2.4508 -0.003 -0.003 -0.007
H -2.6349 2.8352 -2.2250 0.001 -0.001 -0.009
H -1.2683 2.4891 -3.2525 0.007 -0.001 -0.005
H -2.0476 -3.4096 -1.0215 0.002 -0.001 -0.003
H -3.3237 -4.9962 -2.4473 -0.001 -0.001 -0.001
H -4.3769 -4.1942 -4.5369 -0.001 0.000 0.000
H -4.1539 -1.8179 -5.1901 0.002 -0.002 -0.001
H -2.8733 -0.2539 -3.7501 0.001 0.001 0.002
```
Forces are in eV/Å.